Below is a 2-piece molecular cluster, C5H13NO2 overall at a distorted geometry, with properties calculated with ωB97M-V/def2-TZVPD.

The geometry in XYZ format:
```
21
Properties=species:S:1:pos:R:3:forces:R:3
H -0.50901 1.20008 1.24685 0.534 -0.107 0.119
N 2.32105 0.30264 1.03350 -0.843 0.386 -0.324
H 2.59728 -1.74347 -0.63940 -0.008 0.121 0.029
C 1.65257 -1.20208 -0.74286 -0.108 0.034 -0.109
H 2.02803 0.82657 1.85265 0.055 -0.008 -0.037
C 1.27108 -0.52782 0.55996 -0.676 -1.108 -0.294
C -0.29841 0.96603 0.19421 -2.567 -0.620 -1.451
O 0.15453 1.73792 -0.65292 0.152 -0.528 0.639
H -3.60350 0.49839 -1.20013 0.002 0.091 0.046
H -2.26359 1.59751 -1.56349 -0.007 -0.044 0.083
H -0.11319 -0.32876 0.12632 2.498 0.563 0.932
H -2.07745 -0.58707 0.59865 0.061 0.000 0.016
H -1.47203 -0.74956 -1.07938 0.087 0.050 0.027
H 2.61211 0.96103 0.31695 0.004 -0.016 0.056
H -3.04206 1.64858 0.02587 0.015 -0.021 -0.037
H 1.74334 -0.45243 -1.53326 0.035 -0.041 0.044
H 0.87983 -1.91589 -1.03386 0.042 0.031 0.040
H 1.69032 -1.75894 1.98043 -0.098 0.035 -0.008
O 0.88075 -1.41301 1.57468 0.081 -0.072 0.107
C -1.73291 -0.04672 -0.28390 0.965 1.327 0.258
C -2.71872 0.98701 -0.78086 -0.222 -0.073 -0.136
```
Forces are in eV/Å.

Computed properties:
* DFT total energy: -10977.3584 eV
* lowest unoccupied orbital energy: 0.8 eV
* HOMO: -8.15 eV
* spin multiplicity: 1
* orbital gap: 8.90 eV

=====

Below is a 3-piece molecular cluster, C35H56BrFIN3O8PS3 overall at a distorted geometry, with properties calculated with ωB97M-V/def2-TZVPD.

The geometry in XYZ format:
```
109
Properties=species:S:1:pos:R:3:forces:R:3
H 0.21636 -0.32745 5.43451 0.890 0.870 -0.054
C 1.24393 -3.85325 4.65369 -0.464 -0.835 -0.879
S 1.02498 -4.35444 -3.69686 0.515 0.954 -4.264
H -5.33580 3.71267 -7.68198 0.030 0.015 0.008
C 0.49781 -3.21256 3.37478 2.382 -0.165 0.928
O -0.12700 -4.54855 -4.59185 1.138 -0.392 1.586
H 1.56912 0.75834 3.44885 -0.007 0.188 1.268
C 1.09374 0.91214 7.02174 1.572 1.399 -1.728
C 0.30531 -6.24506 0.38625 1.784 -2.043 -0.642
C 1.07041 -5.70835 -0.90238 -0.847 -1.108 -0.781
N 3.43622 2.89736 3.83769 -1.230 -0.175 -0.854
C -4.86551 1.91962 0.67454 -0.006 -0.180 -0.070
H 0.79189 3.97086 3.61658 0.926 0.897 0.027
H -1.89947 -1.81001 -4.38875 0.947 0.245 0.077
S 4.81760 1.06627 2.19590 -0.560 0.323 1.213
H -0.69305 -0.42917 -2.42188 0.488 -0.955 -0.443
H 3.82813 -3.17083 0.84181 -0.472 0.452 -0.712
C 0.95107 -2.89609 0.76759 -0.997 1.512 0.402
H 0.82617 -1.24400 -2.91067 -0.853 -0.537 0.214
H 5.42113 -1.30655 0.30878 -1.115 0.209 0.026
C 0.96412 0.48658 5.62264 0.434 0.768 0.976
H 5.11485 5.12278 3.99066 -1.322 -0.060 -0.126
H 2.01002 8.31561 3.72950 0.248 -1.184 -0.024
P 0.38301 -4.04150 -1.58913 -1.458 0.433 4.007
H 2.98458 -0.62189 2.15552 0.897 0.355 -0.322
N 1.62818 -0.90860 -0.39233 -0.391 -0.542 -1.555
H 2.21154 2.41798 8.34643 -0.330 -0.682 -1.094
H -6.26137 3.46710 0.02976 -0.002 -0.088 -0.085
H 0.74316 -5.86943 1.33798 -0.702 0.200 -0.928
O -0.86654 4.87574 -4.98071 -0.233 0.122 -0.537
O -2.24661 4.63824 -6.69232 0.370 0.277 -0.496
H -4.77307 5.32582 -7.19534 0.051 -0.055 -0.110
H -1.74744 -2.95862 -2.37545 1.115 0.190 0.364
C 1.25644 6.16659 3.62900 1.786 -0.707 0.207
H 4.47339 7.54767 3.98407 -0.821 -0.899 -0.111
C -0.27801 -1.39620 -2.84647 -1.380 0.852 -0.711
H 0.31092 -1.99198 1.04354 0.923 -0.540 -0.168
H 2.00584 -4.34754 2.17690 -0.676 0.960 -0.114
H -5.10153 2.01914 1.73573 0.014 0.014 -0.038
H 0.18926 0.20753 -4.90260 -0.574 0.203 0.088
O 0.00153 -3.71084 0.10287 1.634 -0.151 0.617
C 3.66101 6.78403 3.88505 -1.437 -1.199 -0.319
H -1.82544 2.70831 -4.05472 -0.038 0.143 0.000
H -3.02703 4.12428 -8.48941 0.181 0.107 0.119
H 1.65299 -0.43600 0.50593 0.194 -0.170 -0.402
H -0.30564 -8.30253 -0.13652 0.980 0.291 0.521
C 1.51244 -3.32784 2.17450 0.051 -0.569 -0.480
O -5.28197 2.70446 -3.56751 -0.127 0.162 0.426
C 2.78825 2.58943 6.22389 -0.909 -1.015 -0.284
C -3.19874 3.87660 -7.43998 -0.218 -0.002 0.077
H 0.49857 0.47425 7.85387 0.481 0.214 -1.006
C -0.78749 -2.56335 -1.92032 -0.139 1.374 -1.689
H 0.36175 -2.12804 3.62183 -0.618 -0.974 -0.568
C 1.60712 4.73841 3.66972 1.311 1.163 0.145
H 2.32911 -4.03855 4.40107 -1.025 0.602 0.478
C 2.27754 7.23206 3.73679 0.499 -3.062 0.139
F 1.92631 -5.76903 -3.86752 -0.898 1.069 0.457
H 4.61681 -1.31112 2.50441 -0.666 0.909 -0.460
O -4.82675 3.10559 -1.44702 0.176 0.476 -0.185
C 1.70748 1.07852 4.51146 0.642 1.065 1.825
O 1.85193 -3.14069 -1.47636 -0.686 1.270 0.869
H 0.80587 -4.88562 4.78343 0.561 1.133 0.247
H -5.41309 1.06311 0.27784 -0.052 0.052 0.065
H -7.55139 1.85689 -2.80929 0.209 -0.132 -0.085
H -2.97654 2.45482 -5.33605 -0.214 0.095 0.083
C 2.02179 -2.32671 -0.31662 0.078 -0.874 1.591
H -6.51060 0.71428 -1.93412 0.010 0.049 0.031
H 2.35505 -2.60863 2.41238 -0.964 -0.678 -0.134
H -3.01024 2.80586 -7.34115 -0.026 0.045 0.123
H -1.12542 -0.03934 -5.80620 0.150 0.247 0.507
Br 3.04881 -5.79701 -0.69413 -0.510 -0.330 0.292
H 1.48008 -8.12663 -0.19723 -0.526 0.247 0.930
H 0.81791 -6.48851 -1.68673 0.638 0.880 0.605
C -4.61685 4.25294 -7.06245 -0.106 0.031 0.232
H 2.10441 -0.39234 -1.13022 -0.010 -0.060 0.474
H -0.80366 -4.84981 -1.86250 0.441 -0.300 0.114
I -1.34814 -4.31807 3.13350 0.173 0.719 -0.037
C 2.64332 2.16495 4.81113 -0.990 -1.266 2.721
C 3.57550 -2.44485 0.02568 0.698 0.260 -0.397
H -7.27982 2.09253 -1.10303 0.140 -0.159 0.121
H -4.82570 4.02816 -6.01491 0.009 -0.126 -0.061
C 2.04142 1.99369 7.32273 -0.164 -0.435 -2.469
C 0.58022 -7.83754 0.39845 -1.495 0.272 -0.471
C -2.53489 3.22115 -4.70400 0.436 -0.337 -0.162
H -0.80223 -6.14644 0.29853 1.035 0.563 0.161
H 4.14720 -0.27977 -0.40681 -0.111 -0.845 0.936
H 3.48651 3.43236 6.45960 -0.688 -0.911 -0.387
C -6.80272 1.76093 -2.02302 -0.525 0.302 0.062
H 0.17019 6.40010 3.50832 1.178 -0.060 0.157
H 0.55467 -8.24800 1.44022 0.365 0.273 -0.891
H -1.10441 -2.10919 -0.94015 0.686 -0.673 -0.939
H 1.10446 -3.25097 5.58460 0.197 -0.533 -0.786
N -0.82074 0.01500 -4.82128 0.168 -0.877 -0.593
C 3.00746 4.28851 3.78373 -0.319 3.890 0.089
H -3.30482 3.68721 -4.09248 -0.011 -0.049 -0.116
H -3.80290 1.69304 0.56980 -0.040 0.095 0.035
C 3.45621 2.25377 2.53840 -0.443 -0.786 -1.257
C 4.05811 -0.58277 1.84290 0.050 -0.950 -0.604
C -1.79718 4.28485 -5.46872 0.012 -0.245 0.804
O 1.93901 -3.31075 -4.17824 -0.813 -1.512 0.889
C -5.60026 2.58012 -2.41222 -0.062 -0.400 -0.221
C -0.84981 -1.42469 -4.33680 1.190 0.590 0.319
H -0.14812 -1.97540 -5.02870 -1.092 -0.107 0.973
C 4.30909 -1.09046 0.35994 0.636 0.086 0.268
H -4.63482 4.02138 0.35059 0.045 -0.001 -0.259
S 2.36127 2.49602 1.32593 0.745 0.047 1.076
C 4.02076 5.35193 3.88854 -1.540 0.651 -0.089
H 4.07001 -2.84789 -0.90748 -0.619 0.358 0.990
C -5.20856 3.19384 -0.06950 0.015 -0.231 0.237
```
Forces are in eV/Å.

Computed properties:
* DFT total energy: -180705.0024 eV
* net charge: -1
* lowest unoccupied orbital energy: 0.8 eV
* HOMO: -5.40 eV
* spin multiplicity: 1
* orbital gap: 6.21 eV

=====

Below is C20H42NOP3Rh as an isolated structure at a distorted geometry, with properties calculated with ωB97M-V/def2-TZVPD.

The geometry in XYZ format:
```
68
Properties=species:S:1:pos:R:3:forces:R:3
C 0.77459 -3.60691 -0.65207 -0.220 -0.057 0.140
H 3.78401 -2.52850 -2.30265 -0.284 0.190 0.047
H -2.54445 2.29915 -3.91990 0.260 -0.097 -0.201
C -2.02501 1.45937 -4.37818 0.771 -0.565 1.470
H 2.55594 -1.42491 -2.99642 0.219 -0.119 0.180
Rh -1.37400 0.30476 -0.16242 0.413 0.936 0.752
H 2.69770 -1.58228 -1.22579 -0.022 -0.310 -0.296
C 1.66674 0.65643 0.27113 -1.553 -0.090 -0.712
H 0.44874 -1.19865 2.22332 -0.191 -0.068 0.125
H 1.71032 -5.84556 -2.34201 0.218 0.179 -0.123
H 1.52585 -3.79981 0.12822 -0.142 0.039 -0.276
C -0.76712 3.29717 -1.61800 0.295 0.205 -0.099
H -3.11026 -0.51741 -1.48104 -0.157 -0.271 0.005
P -1.78905 -0.29456 1.93549 -0.688 -0.516 2.061
C -3.39816 -1.10568 2.22300 0.106 -0.016 0.070
H -0.15967 4.16386 -1.32568 -0.175 -0.148 -0.253
H -1.53735 3.61842 -2.32849 0.215 0.006 0.170
H -4.21203 -0.41991 1.96411 0.111 -0.147 0.038
P 1.57639 -3.46414 -2.25916 -0.209 -0.380 0.246
H 4.59352 2.19488 1.21543 -0.280 -0.125 -0.062
C -1.76919 0.96221 3.25147 0.120 -0.100 0.133
H 3.52315 -0.03453 0.87991 -0.140 0.143 -0.119
C 3.09282 0.85419 0.39415 1.029 -0.003 0.200
H -1.98526 0.45585 4.20166 0.056 0.219 -0.133
H -2.53802 1.72143 3.06705 0.146 -0.178 0.055
H -0.78526 1.44031 3.31432 -0.224 -0.069 0.038
C -0.75033 3.44181 1.24601 0.145 -0.043 0.134
H 3.11124 3.01787 0.70016 0.099 -0.214 0.105
H -0.29069 -1.66558 -5.94892 -0.255 0.095 -0.025
H -0.63884 -1.63391 3.57605 0.107 -0.148 -0.215
H -3.47651 -1.36671 3.28712 -0.046 0.005 -0.257
C -0.87455 -0.62861 -4.14784 -0.064 -2.810 1.678
H 0.05196 -4.43503 -0.65518 0.223 0.170 -0.017
H 0.59598 -3.12217 -3.22568 0.619 -0.439 0.513
C -3.28941 3.05742 -0.18517 -0.166 0.292 0.070
H -3.51730 3.74420 0.63957 -0.068 -0.101 -0.255
C -1.32258 0.55881 -3.57506 -1.244 2.014 0.094
H 3.13107 2.07617 2.21159 0.097 -0.016 -0.242
H -3.48586 -2.01826 1.62397 -0.063 0.156 0.129
H 3.34185 -5.07706 -2.26670 -0.299 -0.096 -0.104
H -0.76297 -2.49490 2.01288 0.021 0.146 0.105
H -1.32229 0.08590 -7.42266 -0.133 -0.012 0.342
H -3.49677 3.55516 -1.14050 -0.092 -0.048 0.300
C 3.50181 2.11206 1.18014 -0.198 0.355 0.205
H 3.51870 0.90894 -0.61976 -0.213 -0.078 0.179
H -1.49320 -2.98149 -1.92295 0.023 0.336 -0.184
C -2.04316 1.27393 -5.76667 -0.477 0.291 -0.132
H 2.40276 -5.07574 -3.80064 0.112 -0.061 0.279
C -0.78279 -0.78875 -5.53657 -0.078 0.803 -1.602
C -1.37554 0.18701 -6.33681 1.094 -1.479 -0.297
H 0.24282 -2.67425 -0.41999 0.188 -0.133 -0.019
C -0.56319 -1.52713 2.48653 -0.029 0.041 0.227
C -2.23907 -1.10400 -1.15170 -1.381 -1.437 -2.056
H -2.69561 -2.15147 -2.91528 0.303 -0.198 -0.181
H -3.92365 2.16720 -0.10210 0.076 0.292 0.018
H -1.16802 0.73901 -2.49701 -0.364 -0.230 -0.588
O -0.71724 -1.76822 -3.37135 -1.028 3.140 -0.644
C -1.80672 -2.00004 -2.29481 -0.513 -1.022 -0.425
H -0.45796 4.44589 0.91262 -0.154 -0.200 0.112
P -1.54031 2.55408 -0.14118 -0.898 1.421 -0.564
H -2.57511 1.98681 -6.39593 0.185 -0.154 0.065
H -2.57543 -1.79211 -0.36146 0.082 -0.055 -0.294
C 2.76800 -2.12646 -2.17919 0.264 0.416 -0.231
H -1.43797 3.53056 2.09455 0.185 -0.034 -0.222
H 0.15177 2.90910 1.57386 -0.195 0.171 -0.057
H -0.12138 2.56109 -2.11052 -0.008 0.316 0.101
C 2.33609 -5.01869 -2.70584 0.086 -0.140 -0.173
N 0.53751 0.49982 0.03921 4.382 0.033 0.671
```
Forces are in eV/Å.

Computed properties:
* DFT total energy: -55804.0101 eV
* net charge: +3
* lowest unoccupied orbital energy (spin up / spin down): -8.2 / -12.1 eV
* HOMO (spin up / spin down): -14.79 / -17.77 eV
* spin multiplicity: 5
* orbital gap (spin up / spin down): 6.63 / 5.63 eV